1.
# C24H5F15GeN3O10S2Tc

A molecular structure, C24H5F15GeN3O10S2Tc (ωB97M-V with the def2-TZVPD basis set, the OMol25 dataset).

net charge = -1
multiplicity = 4
⟨S²⟩ = 3.771
LUMO energy (spin up / spin down) = 1.92 / 0.86 eV
Kohn-Sham gap (spin up / spin down) = 8.62 / 7.91 eV

Cartesian coordinates (Å):
C 4.63393 -1.13523 0.19302
Ge -0.97058 1.15087 -0.31708
H 6.49882 -1.61420 1.56386
C -4.61843 -1.90047 0.06944
O 5.85233 -0.99107 0.19093
F -2.43038 3.91274 -1.23447
O 5.83367 -3.01454 4.20126
O 1.53335 -0.51606 -2.45420
O 0.04458 -2.04892 -0.58699
F -3.31586 5.76172 2.95707
H 0.82904 -3.56429 3.63142
H 0.29208 -3.33070 1.95041
C -2.80648 4.77323 2.22367
O 3.82695 -0.73955 -0.72752
O 2.66691 1.28996 -2.28599
N 2.07000 0.57366 -3.01949
F -3.52015 -3.03329 1.81096
N 3.28970 -2.79021 3.13314
C -1.06932 0.81541 -3.25675
O -0.19221 -3.83322 -2.27866
F -1.48182 -1.31661 1.69531
S 0.97400 0.69950 0.58007
F -5.64988 -2.73779 0.15618
C -0.21007 2.38994 -4.83195
H 3.31759 -3.24451 4.03295
F -3.65485 1.03565 -1.75791
F 0.76653 4.38382 -4.05131
F -5.71441 -0.68623 -1.62372
F 0.29427 3.63947 -1.50427
C -1.72924 2.65319 2.05738
S 0.50562 -3.46285 -1.09235
C -4.64818 -0.85625 -0.83814
F -1.15962 0.37547 -5.57741
C 2.20200 -2.54780 2.37871
O 1.97304 -3.06135 -1.37804
F -1.24085 1.58117 2.69496
C -2.44142 -0.14200 -0.11295
C 0.81968 -2.87643 2.78705
C -2.85037 4.83931 0.84388
C -0.09931 2.82774 -2.49627
Tc 1.84206 -1.16808 -0.61509
C -2.46974 -1.16569 0.81496
C -0.82434 1.17946 -4.56788
C -3.57052 0.00498 -0.90079
C -0.73289 1.63555 -2.19430
F -3.41437 5.89328 0.24977
O 6.77454 -2.02064 2.44341
F -1.62582 -0.37805 -3.04095
C -1.72105 2.69655 0.67220
C 4.41170 -2.33312 2.48918
C 3.95333 -1.80921 1.32183
H 0.30128 -1.96258 3.07577
F 0.03868 2.74821 -6.09005
O 0.44858 -4.38090 0.01558
N 2.58847 -1.94884 1.26213
C -2.24816 3.66840 2.83967
C -2.31785 3.80433 0.09393
C 0.15879 3.22397 -3.79248
C -3.52980 -2.05127 0.90733
F -2.22881 3.58968 4.17238
C 5.74527 -2.48532 3.11722

***

2.
# C26H21N5O5ReS6Se

A molecular structure, C26H21N5O5ReS6Se at a distorted geometry (ωB97M-V with the def2-TZVPD basis set, the OMol25 dataset).

net charge = -2
multiplicity = 2
⟨S²⟩ = 0.795
LUMO energy (spin up / spin down) = 3.73 / 3.30 eV
Kohn-Sham gap (spin up / spin down) = 4.80 / 4.35 eV

Cartesian coordinates (Å):
H -0.09022 -2.87608 -1.78469
C -1.65162 -1.58118 3.00421
H 0.78838 -5.18628 -1.93029
C 3.23118 0.08222 -5.55969
C 0.31438 2.44372 3.34161
O 1.48838 -1.92628 0.73611
S -5.26742 -0.20248 -2.06879
H 3.02028 2.77612 -3.51689
H 0.03018 -6.88668 -0.31279
H -1.68162 4.61112 1.63401
H -3.38702 -3.03688 1.58511
H -1.78122 -2.30098 -0.12759
O -1.48712 2.07202 1.82381
C -0.71802 2.89542 2.46131
S -4.09812 2.58732 -0.48429
Re -2.00252 0.75952 0.70351
N -0.66152 1.63772 -0.76229
H 0.87938 -0.93248 -3.34539
S -5.30702 -0.73498 -0.20909
H 2.05428 3.24962 -1.61549
H -1.55122 -6.27288 1.46881
H 0.79318 -0.33968 5.23411
H 1.58508 1.24002 5.49581
O 0.19458 -0.50628 -1.26499
C 2.81098 1.79262 -3.90919
C 1.59308 -0.29468 -3.83639
C 0.38268 1.03512 3.69151
C -1.25942 -5.53498 0.73171
H 2.10498 -1.73628 -5.31679
H -0.82812 0.60652 -2.57139
S -3.06402 -0.71358 2.45741
N -0.43462 0.26452 3.07481
C -1.78302 -4.24638 0.79361
S -1.81812 -3.28678 3.36521
C -1.37202 -3.30338 -0.14099
C 1.06688 4.74052 3.60541
S -4.39762 1.79552 -2.25959
C 2.28338 -0.74208 -4.92939
C 1.29878 0.49802 4.75401
C 1.21718 2.58972 -1.53289
C -2.74022 -3.86658 1.87351
C -0.43722 -3.63578 -1.10389
N -0.52152 -1.06028 3.32671
C 0.06468 -4.92288 -1.17009
H 2.03238 3.05032 4.45731
H 1.77308 5.45052 4.01771
C 0.00798 5.18692 2.82701
C 1.82688 0.98802 -3.29649
C 1.19908 3.38932 3.86061
O 1.58948 0.62012 0.85851
C -0.10272 0.71772 -1.73019
H 4.23358 1.98032 -5.48439
H -3.32772 -4.71758 2.21701
H -0.01072 3.47292 0.03711
N 1.09208 1.43332 -2.25459
O -2.54222 -0.30578 -0.43049
C 0.16748 2.67502 -0.66179
N 4.40748 -0.66108 -7.69759
H -0.12532 6.24582 2.64251
C -0.87032 4.28232 2.27141
C 3.88708 -0.33618 -6.72059
C -0.35282 -5.87458 -0.25459
Se 0.57538 -0.61068 0.69301
C 3.49048 1.34892 -5.01319
H 2.18788 0.11342 4.25201

***

3.
# C8H10NS

2 unconnected molecules or ions with the total composition C8H10NS at a distorted geometry (ωB97M-V with the def2-TZVPD basis set, the OMol25 dataset).

net charge = +1
multiplicity = 1
LUMO energy (spin up / spin down) = -5.61 / -5.69 eV
Kohn-Sham gap (spin up / spin down) = 7.60 / 6.28 eV

Cartesian coordinates (Å):
H -1.56180 1.85677 -2.03176
C 3.41852 -1.39007 -0.14657
H -1.75089 -2.49110 -0.93973
S -2.72050 -1.79085 -0.41542
C -0.73453 0.30847 1.36924
C -2.00934 0.88498 1.11305
H 0.51329 0.89818 -1.66382
H -0.63390 -0.15725 2.41787
C -1.46120 1.41579 -1.05643
H -3.26525 2.03922 -0.25558
H 4.15201 -1.78368 -0.97494
H 3.49558 -1.95923 0.76646
N 0.17149 0.30537 0.35347
H 2.08375 -0.13083 -1.40009
C 2.35222 -0.55612 -0.39323
C -2.29783 1.57414 -0.05926
H -2.57852 1.07685 2.06360
C -0.14982 0.82328 -0.91348
C 1.34619 -0.25666 0.57439
H 1.63055 -0.66727 1.59222

***

4.
# C7H10F5N4

A gas-phase ion, C7H10F5N4 (charge +1) at a distorted geometry (ωB97M-V with the def2-TZVPD basis set, the OMol25 dataset).

net charge = +1
multiplicity = 1
LUMO energy = -3.64 eV
Kohn-Sham gap = 11.19 eV

Cartesian coordinates (Å):
H 3.27451 -2.25297 0.25532
H -3.13370 0.91347 -0.66863
N 3.51451 -1.29253 0.04412
C -2.12151 -0.39290 0.74845
C -0.26488 1.69392 -0.64990
F -0.64302 -2.06091 -0.28365
H 0.06844 2.48113 -1.35647
N 2.52770 0.52108 1.38866
H -2.79274 -0.73302 -1.25452
F -1.66187 -2.59550 1.51823
H -0.53029 -0.18974 -1.84412
F -0.05567 -1.21550 1.68435
C 2.65042 -0.29464 0.30969
C -1.12072 0.65254 -1.43539
H -0.83488 2.21846 0.13442
H 4.38676 -1.11953 -0.43491
H 1.58518 -0.38089 -1.39668
N 1.65329 0.10516 -0.50417
F -3.31212 -0.89118 1.19055
C -2.37460 0.11200 -0.67732
C 1.50320 1.34135 1.18303
H 1.15269 2.10463 1.88194
C -1.07811 -1.57185 0.88411
N 0.91719 1.06867 -0.01931
H -1.50109 1.18093 -2.33258
F -1.80871 0.59782 1.63478

***

What did the second record say?
# C26H21N5O5ReS6Se

A molecular structure, C26H21N5O5ReS6Se at a distorted geometry (ωB97M-V with the def2-TZVPD basis set, the OMol25 dataset).

net charge = -2
multiplicity = 2
⟨S²⟩ = 0.795
LUMO energy (spin up / spin down) = 3.73 / 3.30 eV
Kohn-Sham gap (spin up / spin down) = 4.80 / 4.35 eV

Cartesian coordinates (Å):
H -0.09022 -2.87608 -1.78469
C -1.65162 -1.58118 3.00421
H 0.78838 -5.18628 -1.93029
C 3.23118 0.08222 -5.55969
C 0.31438 2.44372 3.34161
O 1.48838 -1.92628 0.73611
S -5.26742 -0.20248 -2.06879
H 3.02028 2.77612 -3.51689
H 0.03018 -6.88668 -0.31279
H -1.68162 4.61112 1.63401
H -3.38702 -3.03688 1.58511
H -1.78122 -2.30098 -0.12759
O -1.48712 2.07202 1.82381
C -0.71802 2.89542 2.46131
S -4.09812 2.58732 -0.48429
Re -2.00252 0.75952 0.70351
N -0.66152 1.63772 -0.76229
H 0.87938 -0.93248 -3.34539
S -5.30702 -0.73498 -0.20909
H 2.05428 3.24962 -1.61549
H -1.55122 -6.27288 1.46881
H 0.79318 -0.33968 5.23411
H 1.58508 1.24002 5.49581
O 0.19458 -0.50628 -1.26499
C 2.81098 1.79262 -3.90919
C 1.59308 -0.29468 -3.83639
C 0.38268 1.03512 3.69151
C -1.25942 -5.53498 0.73171
H 2.10498 -1.73628 -5.31679
H -0.82812 0.60652 -2.57139
S -3.06402 -0.71358 2.45741
N -0.43462 0.26452 3.07481
C -1.78302 -4.24638 0.79361
S -1.81812 -3.28678 3.36521
C -1.37202 -3.30338 -0.14099
C 1.06688 4.74052 3.60541
S -4.39762 1.79552 -2.25959
C 2.28338 -0.74208 -4.92939
C 1.29878 0.49802 4.75401
C 1.21718 2.58972 -1.53289
C -2.74022 -3.86658 1.87351
C -0.43722 -3.63578 -1.10389
N -0.52152 -1.06028 3.32671
C 0.06468 -4.92288 -1.17009
H 2.03238 3.05032 4.45731
H 1.77308 5.45052 4.01771
C 0.00798 5.18692 2.82701
C 1.82688 0.98802 -3.29649
C 1.19908 3.38932 3.86061
O 1.58948 0.62012 0.85851
C -0.10272 0.71772 -1.73019
H 4.23358 1.98032 -5.48439
H -3.32772 -4.71758 2.21701
H -0.01072 3.47292 0.03711
N 1.09208 1.43332 -2.25459
O -2.54222 -0.30578 -0.43049
C 0.16748 2.67502 -0.66179
N 4.40748 -0.66108 -7.69759
H -0.12532 6.24582 2.64251
C -0.87032 4.28232 2.27141
C 3.88708 -0.33618 -6.72059
C -0.35282 -5.87458 -0.25459
Se 0.57538 -0.61068 0.69301
C 3.49048 1.34892 -5.01319
H 2.18788 0.11342 4.25201

***

> What is the formula in the first record?

C24H5F15GeN3O10S2Tc